Molecular formula: C30H50N14O20
Method: DFT, ωB97M-V with the def2-TZVPD basis set

## Properties
HOMO level: -9.43 eV
largest force on an atom: 4.01 eV/Å
HOMO-LUMO gap: 9.13 eV
E_tot: -93702.5707 eV

Cartesian coordinates (Å):
N -1.7673 -2.0891 3.1980
C -2.9340 -1.3987 3.3661
C -3.0385 -0.3532 4.2480
C -1.9226 -0.0153 5.0101
C -0.7100 -0.6994 4.7725
C -0.6886 -1.6989 3.8328
H -3.7918 -1.7328 2.7935
H -4.0564 -0.0472 4.5088
H -2.0919 0.6320 5.8496
H 0.1711 -0.3547 5.3289
H 0.2592 -2.2604 3.6099
N 2.5836 -0.1497 3.9224
C 2.8751 -1.0325 4.8624
C 3.0958 -0.7351 6.2654
C 2.8711 0.5966 6.7269
C 2.6680 1.5341 5.7373
C 2.5426 1.1419 4.3786
H 2.9659 -2.0792 4.6137
H 3.3130 -1.4609 6.9831
H 2.9641 0.8358 7.7271
H 2.5340 2.5797 5.8986
H 2.3765 1.8992 3.6439
N 1.0238 1.2209 0.8757
C 0.2515 0.2141 1.1549
C -0.3970 -0.6006 0.2616
C -0.1339 -0.3571 -1.0566
C 0.7679 0.6492 -1.3823
C 1.3557 1.4288 -0.4059
H 0.1020 0.1377 2.2876
H -0.9875 -1.4110 0.5751
H -0.5419 -1.0970 -1.7244
H 1.0500 0.8245 -2.3841
H 2.1730 2.1451 -0.5389
N 3.3941 3.1989 -2.5184
C 3.8927 2.1588 -3.1211
C 5.2715 2.0773 -3.3827
C 6.1000 2.9729 -2.7757
C 5.5599 3.9977 -1.9422
C 4.1806 4.0475 -1.8823
H 3.1972 1.4856 -3.6655
H 5.5966 1.2042 -3.9432
H 7.2067 2.8718 -2.9914
H 6.1794 4.7323 -1.4962
H 3.5946 4.8957 -1.3905
C -7.1790 -3.1427 -0.6157
N -6.1801 -2.1846 -0.2396
O -6.4565 -1.0186 -0.3225
O -5.0870 -2.6521 0.1665
H -7.4619 -2.9615 -1.6509
H -7.9776 -2.8319 -0.0125
H -6.7671 -4.1520 -0.4156
C -2.1794 -3.9780 0.4635
N -0.8094 -4.0831 -0.0336
O 0.0565 -4.4915 0.7481
O -0.5892 -3.6966 -1.1566
H -2.1898 -3.3812 1.3936
H -2.5045 -4.9615 0.6762
H -2.7627 -3.5086 -0.3066
C 4.2060 2.5398 1.5420
N 4.1636 3.6408 2.5178
O 3.0709 3.9063 2.9718
O 5.1069 4.3865 2.6443
H 4.0241 3.1296 0.6557
H 3.5222 1.6640 1.6821
H 5.2108 2.1654 1.4564
C -3.2407 -3.1925 -3.7240
N -4.3530 -2.3804 -4.2065
O -5.3604 -2.3019 -3.5574
O -4.0820 -1.8283 -5.2655
H -3.6459 -3.8330 -2.9872
H -2.5111 -2.5284 -3.2106
H -2.7213 -3.7377 -4.5347
C -0.7380 3.6481 2.7354
N -1.4391 3.0620 3.8916
O -2.5324 2.5157 3.7211
O -0.8809 3.1550 4.9332
H -0.1324 2.8406 2.2935
H -0.1070 4.4292 3.1131
H -1.4736 4.0054 2.0469
C 0.1102 4.3828 -2.8841
N -0.7761 3.9674 -1.7028
O -1.3562 2.8621 -1.7742
O -0.8364 4.6909 -0.7129
H 0.2482 5.4356 -2.6913
H -0.3676 4.1683 -3.8560
H 1.0052 3.8017 -2.7523
C 1.7680 -4.8608 -3.6316
N 0.5068 -5.5457 -3.5733
O 0.3063 -6.4602 -2.7701
O -0.3705 -5.1294 -4.3488
H 2.5352 -5.6929 -3.7829
H 1.8374 -4.3777 -2.6920
H 1.8316 -4.1294 -4.4151
C 2.8713 -2.3484 1.3269
N 4.0385 -1.7014 0.6668
O 4.6026 -0.8275 1.2895
O 4.3436 -2.1172 -0.4366
H 2.0969 -2.0714 0.6738
H 2.7231 -1.9085 2.3401
H 3.0074 -3.4956 1.3215
C -3.9267 0.9581 -0.8062
N -3.8987 0.8329 -2.3395
O -4.6916 1.5488 -2.9255
O -3.1368 0.0601 -2.8761
H -2.8874 1.2981 -0.5295
H -4.0543 -0.0221 -0.3837
H -4.7056 1.6943 -0.5917
C -1.9079 0.6742 -5.7941
N -0.7883 1.3202 -5.0101
O -0.0737 0.6211 -4.3599
O -0.6619 2.5068 -5.1943
H -1.4700 0.4214 -6.7796
H -2.6646 1.4248 -6.0715
H -2.3129 -0.1329 -5.1772